{"formula": "C7H17FNO3P2S", "method": "wB97M-V/def2-TZVPD", "e_lumo_ev": -3.64, "charge": 1, "homo_lumo_gap_ev": 9.24, "species": ["H", "O", "O", "C", "C", "H", "H", "H", "H", "H", "H", "F", "H", "H", "C", "H", "P", "C", "H", "S", "P", "H", "H", "N", "O", "H", "C", "C", "C", "H", "H", "H"], "xyz": [[-0.1853, 1.4098, 0.8281], [1.4049, -1.9730, -1.5625], [1.4613, -2.1060, -3.7359], [-0.8956, -0.3346, 2.6943], [0.3360, -1.1291, 2.3037], [1.1057, -1.0353, 3.0748], [-3.4819, 3.0768, -0.3392], [-1.6086, 0.2548, -1.0016], [0.5757, 2.2870, -1.5256], [0.0767, -2.1882, 2.2304], [-1.3454, -0.7351, 3.6012], [-1.8073, -0.4473, 1.6564], [-0.5370, -1.6198, -0.8962], [0.3763, -2.8479, 0.0069], [-3.1607, 2.1213, -0.7481], [3.4154, -2.1480, 0.6595], [3.2537, -0.7514, 0.6838], [0.3070, 1.2589, -1.2773], [0.9154, 0.6227, -1.9215], [4.0629, 0.3646, -0.6332], [1.0226, -0.6416, 0.6814], [-0.6822, 0.7245, 2.8406], [-3.8194, 1.8495, -1.5784], [0.7003, -1.9906, -2.8994], [-1.8206, 2.2845, -1.1810], [3.4397, -0.4565, 2.0489], [0.6455, 1.0640, 0.2105], [0.4577, -1.8960, -0.5298], [-1.1785, 1.0944, -1.5673], [1.5301, 1.6494, 0.4799], [-3.2322, 1.3527, 0.0293], [-1.3321, 0.8853, -2.6326]], "forces_ev_per_a": [[-0.013, 0.043, -0.061], [0.021, -0.046, 0.061], [-0.071, 0.010, 0.107], [0.088, 0.059, 0.033], [0.113, 0.003, 0.150], [-0.009, 0.040, -0.040], [0.011, -0.028, -0.036], [0.056, -0.035, -0.033], [-0.030, -0.038, -0.075], [0.050, 0.012, 0.011], [-0.006, -0.037, -0.011], [-0.171, -0.013, -0.166], [0.029, -0.040, -0.025], [0.002, 0.030, -0.037], [-0.068, -0.002, -0.144], [0.014, -0.010, 0.003], [-0.068, -0.039, -0.024], [0.017, 0.052, -0.082], [0.012, -0.025, 0.081], [0.031, 0.048, -0.016], [-0.111, -0.008, -0.006], [0.016, -0.010, 0.041], [0.014, -0.009, 0.011], [0.032, 0.018, -0.119], [0.153, 0.004, 0.315], [0.049, -0.044, 0.017], [0.004, 0.102, 0.038], [-0.020, -0.010, 0.004], [-0.090, -0.041, -0.023], [-0.016, -0.054, 0.018], [0.009, 0.010, -0.002], [-0.049, 0.058, 0.007]]}